Density functional theory data (ωB97M-V with the def2-TZVPD basis set) for 10 unconnected molecules or ions with the total composition C37H76O10.

Its SMILES is C1CCOC1.C1CCOC1.C1CCOC1.C1CCOC1.C1CCOC1.C1CCOC1.C1CCOC1.C1CCOC1.C1CCOC1.CO. The charge is 0. As for the energy: -2207.5319 a.u. The LUMO energy comes out at 0.7 eV. The HOMO-LUMO gap is 0.3606 Ha. As for the HOMO energy: -9.1 eV. The maximum force is 3.5 eV Å⁻¹.

Each atom is followed by the atoms it is bonded to, with distances in Å.
Cartesian coordinates (Å):
1 C 1.03587 4.09680 -0.85662  C2 1.541, C5 1.520, H6 1.080, H7 1.087
2 C 1.61502 4.38354 0.54242  C1 1.541, C3 1.509, H8 1.067, H9 1.074
3 C 3.01609 3.83266 0.43784  C2 1.509, O4 1.465, H10 1.099, H11 1.098
4 O 3.20572 3.19448 -0.86751  C3 1.465, C5 1.421
5 C 2.28300 3.88410 -1.69867  C1 1.520, O4 1.421, H12 1.064, H13 1.155
6 H 0.47446 4.97035 -1.15323  C1 1.080
7 H 0.31321 3.30179 -1.01982  C1 1.087
8 H 1.05224 3.86336 1.28432  C2 1.067
9 H 1.62435 5.45489 0.61381  C2 1.074
10 H 3.23235 3.01523 1.13954  C3 1.099
11 H 3.72256 4.65899 0.59311  C3 1.098
12 H 2.09475 3.33584 -2.59030  C5 1.064
13 H 2.71848 4.91295 -1.99171  C5 1.155
14 C -4.35421 0.97453 -0.04045  C15 1.497, C18 1.536, H19 1.131, H20 1.057
15 C -3.19619 1.92054 0.02069  C14 1.497, C16 1.497, H21 1.124, H22 1.117
16 C -3.84219 3.17782 -0.47172  C15 1.497, O17 1.464, H23 1.115, H24 1.100
17 O -5.16506 3.22297 0.15408  C16 1.464, C18 1.414
18 C -5.45436 1.88825 0.51911  C14 1.536, O17 1.414, H25 1.098, H26 1.105
19 H -4.26144 0.08258 0.64803  C14 1.131
20 H -4.49273 0.73242 -1.06014  C14 1.057
21 H -2.37347 1.59524 -0.67220  C15 1.124
22 H -2.74386 2.05416 1.03283  C15 1.117
23 H -3.92176 3.19403 -1.58399  C16 1.115
24 H -3.38815 4.14663 -0.21600  C16 1.100
25 H -6.40579 1.56952 0.07341  C18 1.098
26 H -5.49701 1.81600 1.62136  C18 1.105
27 C 4.97283 -0.59575 1.04804  C28 1.497, C31 1.522, H32 1.092, H33 1.047
28 C 6.25503 0.14216 0.81577  C27 1.497, C29 1.504, H34 1.121, H35 1.051
29 C 7.16481 -0.83347 0.12089  C28 1.504, O30 1.466, H36 1.057, H37 1.113
30 O 6.29950 -1.87334 -0.44512  C29 1.466, C31 1.378
31 C 4.99945 -1.65648 -0.04287  C27 1.522, O30 1.378, H38 1.105, H39 1.093
32 H 4.16464 0.13737 1.07580  C27 1.092
33 H 4.98718 -1.12114 1.95388  C27 1.047
34 H 6.73185 0.61178 1.71497  C28 1.121
35 H 6.05623 0.93705 0.15698  C28 1.051
36 H 7.90069 -1.22046 0.77295  C29 1.057
37 H 7.62238 -0.37275 -0.78331  C29 1.113
38 H 4.51254 -2.61895 0.19617  C31 1.105
39 H 4.41130 -1.28875 -0.88812  C31 1.093
40 C -0.06499 -5.83447 1.53974  C41 1.570, C44 1.491, H45 1.120, H46 1.094
41 C -0.39312 -4.74833 0.45401  C40 1.570, C42 1.431, H47 1.114, H48 1.093
42 C 0.59693 -3.75459 0.73463  C41 1.431, O43 1.479, H49 1.112, H50 1.081
43 O 0.95621 -3.91644 2.16029  C42 1.479, C44 1.409
44 C 0.14938 -4.93350 2.70871  C40 1.491, O43 1.409, H51 1.109, H52 1.055
45 H 0.79185 -6.46669 1.19383  C40 1.120
46 H -0.97183 -6.44708 1.55484  C40 1.094
47 H -1.44619 -4.40767 0.57763  C41 1.114
48 H -0.46889 -5.10894 -0.57521  C41 1.093
49 H 0.35743 -2.67926 0.58064  C42 1.112
50 H 1.51882 -3.95909 0.20789  C42 1.081
51 H -0.89005 -4.62944 2.94874  C44 1.109
52 H 0.63115 -5.35185 3.54872  C44 1.055
53 C -3.69531 -2.66835 -2.02540  C54 1.591, C57 1.512, H58 1.102, H59 1.060
54 C -2.49218 -1.89212 -1.33072  C53 1.591, C55 1.498, H60 1.137, H61 1.109
55 C -1.40324 -2.35461 -2.24975  C54 1.498, O56 1.442, H62 1.116, H63 1.103
56 O -1.75046 -3.64550 -2.79076  C55 1.442, C57 1.392
57 C -3.07082 -3.96532 -2.48840  C53 1.512, O56 1.392, H64 1.120, H65 1.101
58 H -4.02926 -2.13871 -2.93233  C53 1.102
59 H -4.47898 -2.76112 -1.31791  C53 1.060
60 H -2.41312 -2.22300 -0.24610  C54 1.137
61 H -2.80280 -0.82802 -1.33040  C54 1.109
62 H -0.40586 -2.43570 -1.75519  C55 1.116
63 H -1.30191 -1.54647 -2.99384  C55 1.103
64 H -3.05723 -4.73321 -1.67258  C57 1.120
65 H -3.60013 -4.32402 -3.38440  C57 1.101
66 C -0.89659 2.93965 -4.05926  C67 1.576, C70 1.536, H71 1.087, H72 1.090
67 C -2.42756 3.03571 -4.42143  C66 1.576, C68 1.565, H73 1.066, H74 1.073
68 C -2.80592 1.53325 -4.20001  C67 1.565, O69 1.436, H75 1.069, H76 1.148
69 O -1.92977 1.10515 -3.14631  C68 1.436, C70 1.443
70 C -0.62777 1.48687 -3.63868  C66 1.536, O69 1.443, H77 1.110, H78 1.082
71 H -0.75363 3.59663 -3.20530  C66 1.087
72 H -0.27331 3.32334 -4.86734  C66 1.090
73 H -2.41029 3.29054 -5.45685  C67 1.066
74 H -2.98468 3.74731 -3.84362  C67 1.073
75 H -2.63538 0.97134 -5.09379  C68 1.069
76 H -3.88430 1.37476 -3.83867  C68 1.148
77 H -0.29655 0.80968 -4.45376  C70 1.110
78 H 0.08422 1.37936 -2.83095  C70 1.082
79 C 1.83541 -1.85653 -4.38681  C80 1.557, C83 1.493, H84 1.075, H85 1.089
80 C 1.99365 -3.40478 -4.42322  C79 1.557, C81 1.584, H86 1.137, H87 1.111
81 C 2.28154 -3.80251 -2.91689  C80 1.584, O82 1.403, H88 1.105, H89 1.080
82 O 2.00531 -2.61467 -2.22250  C81 1.403, C83 1.414
83 C 2.40801 -1.53746 -3.04485  C79 1.493, O82 1.414, H90 1.146, H91 1.122
84 H 0.78565 -1.63437 -4.44853  C79 1.075
85 H 2.28953 -1.19695 -5.12478  C79 1.089
86 H 2.75448 -3.73101 -5.20299  C80 1.137
87 H 1.09168 -3.96643 -4.74880  C80 1.111
88 H 3.33007 -4.06702 -2.69024  C81 1.105
89 H 1.56618 -4.55464 -2.61738  C81 1.080
90 H 3.54568 -1.57602 -3.17504  C83 1.146
91 H 2.11809 -0.55887 -2.57982  C83 1.122
92 C -3.25668 4.11065 4.69443  C93 1.520, C96 1.518, H97 1.097, H98 1.096
93 C -1.75133 4.25955 4.54242  C92 1.520, C94 1.559, H99 1.079, H100 1.085
94 C -1.33522 2.76019 4.45235  C93 1.559, O95 1.386, H101 1.081, H102 1.109
95 O -2.42241 2.06577 3.94519  C94 1.386, C96 1.414
96 C -3.58909 2.86289 3.89650  C92 1.518, O95 1.414, H103 1.068, H104 1.119
97 H -3.77963 4.98212 4.28184  C92 1.097
98 H -3.49160 4.04197 5.76310  C92 1.096
99 H -1.28005 4.68220 5.41619  C93 1.079
100 H -1.42698 4.72699 3.61805  C93 1.085
101 H -1.00682 2.29294 5.37019  C94 1.081
102 H -0.48109 2.65431 3.75342  C94 1.109
103 H -4.38750 2.30438 4.33309  C96 1.068
104 H -3.86479 3.13856 2.84719  C96 1.119
105 C 1.23692 -1.25153 4.83404  C106 1.526, C109 1.462, H110 1.072, H111 1.087
106 C -0.16877 -1.65988 4.40295  C105 1.526, C107 1.577, H112 1.081, H113 1.083
107 C -0.42392 -0.72339 3.15974  C106 1.577, O108 1.437, H114 1.082, H115 1.106
108 O 0.81524 -0.03953 2.90910  C107 1.437, C109 1.469
109 C 1.89178 -0.72246 3.63862  C105 1.462, O108 1.469, H116 1.079, H117 1.121
110 H 1.76868 -2.02496 5.35179  C105 1.072
111 H 1.10877 -0.39271 5.48732  C105 1.087
112 H -0.89031 -1.47193 5.18610  C106 1.081
113 H -0.29490 -2.67567 4.04990  C106 1.083
114 H -1.22788 -0.01703 3.32261  C107 1.082
115 H -0.69859 -1.33380 2.27921  C107 1.106
116 H 2.60385 0.05316 3.87377  C109 1.079
117 H 2.35417 -1.45457 2.92648  C109 1.121
118 C 0.76122 0.32580 -0.14819  O119 1.404, H120 1.141, H121 1.143, H122 1.104
119 O 0.61092 1.49166 0.61962  C118 1.404, H123 0.974
120 H 1.76742 0.17893 -0.66664  C118 1.141
121 H 0.62810 -0.57299 0.54564  C118 1.143
122 H -0.07448 0.31847 -0.86900  C118 1.104
123 H 0.50540 1.22410 1.55000  O119 0.974